(1)
The following is a quantum chemistry calculation of 7 unconnected molecules or ions with the total composition C25H43NO18 at a distorted geometry, from the Open Molecules 2025 dataset.

SMILES string: C[C@H]1COC(=O)O1.C[C@H]1COC(=O)O1.C[C@H]1COC(=O)O1.COC(=O)OC.COC(=O)OC.COC(=O)OC.CCCC#N
HOMO energy (Ha): -0.3655
E (Eh): -2387.3608
Kohn-Sham gap (eV): 10.25

```
87
Properties=species:S:1:pos:R:3:forces:R:3:lowdin_charge:R:1
C 5.5704 -1.2789 -0.7362 0.7 -1.8 -0.6 -0.02
C 4.3264 -2.2051 -0.6260 2.9 -1.1 0.5 -0.29
C 3.5285 -2.0514 0.6944 1.2 -0.1 0.1 -0.09
O 2.2336 -2.1935 0.1971 -2.0 0.3 1.1 0.04
C 2.1559 -1.9290 -1.0886 -2.3 -0.9 -3.4 -0.53
O 1.1224 -1.8645 -1.7615 2.4 0.3 2.2 0.13
O 3.3754 -1.9521 -1.6533 0.1 0.5 0.5 0.09
H 5.3571 -0.2797 -0.9418 -1.1 1.7 -0.6 0.05
H 6.2201 -1.6271 -1.5974 -0.6 0.3 1.2 0.10
H 6.1620 -1.1742 0.1881 -0.2 -0.8 -0.2 0.09
H 4.7365 -3.2825 -0.7811 -1.0 1.6 0.4 0.18
H 3.6622 -1.0282 1.1312 -0.1 -0.8 -0.2 0.14
H 3.6824 -2.8504 1.4733 0.1 0.9 -0.9 0.16
C -1.3426 2.5859 0.4880 -1.2 -0.4 -0.9 0.00
C -1.5876 3.4990 -0.7443 1.2 -0.4 2.2 -0.25
C -2.4128 4.7567 -0.5284 -1.5 -0.4 0.0 -0.10
O -1.4805 5.8163 -0.4800 0.1 0.4 0.1 0.08
C -0.2385 5.3782 -0.7819 0.4 0.9 -0.9 -0.55
O 0.7214 6.1079 -0.9087 -1.3 -1.4 0.5 0.13
O -0.2741 4.0519 -1.0109 0.4 0.1 -0.8 0.05
H -0.7586 1.6589 0.2667 -0.5 0.9 0.0 0.07
H -2.2762 2.3098 0.9725 -0.3 -0.4 -0.3 0.08
H -0.8808 3.1646 1.2340 1.0 0.8 0.9 0.06
H -1.9818 2.9057 -1.5265 0.1 -0.4 -1.3 0.13
H -3.0004 4.7151 0.3812 0.3 0.1 0.6 0.13
H -3.2223 4.8993 -1.2836 1.1 0.2 -0.1 0.14
C 2.3170 1.8100 -0.0429 -2.2 0.1 1.2 0.00
C 2.5274 2.2330 1.4360 1.5 0.7 -1.1 -0.26
C 2.1892 3.6965 1.8677 -1.2 -1.0 -2.8 -0.05
O 1.0861 3.5150 2.7234 0.4 1.2 0.7 0.08
C 0.9831 2.2495 3.0615 -2.5 -0.6 1.3 -0.64
O 0.1519 1.8417 3.8253 0.3 0.0 0.2 0.14
O 1.7872 1.4680 2.3928 1.2 -0.9 -1.2 0.09
H 2.9533 2.3409 -0.7640 -0.2 -0.3 0.4 0.10
H 1.2300 1.9028 -0.3129 1.1 0.4 0.0 0.07
H 2.4404 0.7323 -0.0272 0.6 -0.2 -0.5 0.06
H 3.5948 2.0224 1.5992 -0.2 0.2 0.4 0.14
H 1.7742 4.2854 1.0203 0.8 -0.2 0.4 0.14
H 3.0403 4.1389 2.3071 0.6 0.8 0.8 0.12
C 4.0346 -0.8398 -4.8730 1.7 0.7 -0.1 -0.06
O 2.6910 -0.9453 -4.4812 -1.8 0.2 0.0 0.01
C 2.1761 0.0944 -3.8543 3.0 5.3 4.1 -0.41
O 2.9834 1.0318 -3.1869 -4.7 -5.3 -3.8 -0.07
O 0.8241 0.1760 -3.8780 2.6 -0.9 -0.9 0.01
C 0.2141 1.0942 -2.9943 -1.6 0.2 0.7 -0.07
H 4.4155 -1.7399 -5.3562 -0.8 -0.3 0.0 0.09
H 4.6858 -0.6875 -4.0021 -0.3 0.3 -0.2 0.09
H 4.1321 -0.0198 -5.6051 0.1 -0.2 0.5 0.11
H 0.6784 2.0505 -2.9461 0.9 0.6 -0.1 0.08
H 0.1640 0.6482 -1.9983 0.1 0.0 -0.1 0.06
H -0.8370 1.2933 -3.3194 0.9 -0.7 -0.1 0.11
C -4.8822 -2.6824 -1.5872 -1.9 0.7 -1.8 -0.08
O -3.8697 -3.4143 -0.9761 1.0 -0.6 0.6 0.00
C -2.8114 -3.6402 -1.7046 2.5 2.8 -8.0 -0.46
O -2.5678 -3.0631 -2.9734 -1.7 -3.5 7.7 -0.05
O -1.9678 -4.4945 -1.1504 -1.9 0.5 0.8 -0.02
C -0.7192 -4.6894 -1.7536 1.6 1.3 -1.7 -0.06
H -5.2001 -3.1484 -2.5485 0.4 0.2 0.7 0.12
H -4.6495 -1.6430 -1.8276 0.6 -0.2 0.2 0.10
H -5.7421 -2.6811 -0.9274 0.0 -0.2 0.2 0.08
H -0.7917 -5.2362 -2.7405 0.0 0.3 1.4 0.12
H -0.0700 -5.1285 -0.9861 -0.4 -0.3 -0.4 0.10
H -0.2909 -3.6795 -2.0033 -0.3 -1.0 0.1 0.08
C -4.6796 -1.0608 1.4421 -0.6 -0.5 -0.3 0.01
O -4.0646 -1.2287 2.7160 -1.2 -4.8 -0.7 0.06
C -3.6365 -0.2510 3.3176 0.9 11.4 1.5 -0.50
O -3.6657 1.0237 2.7849 0.5 -6.7 2.7 -0.05
O -3.2993 -0.4352 4.6482 -0.6 -1.5 -2.3 -0.01
C -2.8927 0.7073 5.3710 0.2 1.7 0.1 -0.07
H -3.9597 -0.6050 0.8358 0.7 0.8 -1.2 0.06
H -5.5563 -0.4613 1.5290 -0.4 0.8 0.3 0.11
H -5.0148 -2.0007 0.9866 0.6 -0.1 0.9 0.09
H -2.6842 0.5427 6.4205 -0.3 -1.3 0.2 0.09
H -3.7144 1.4511 5.3963 0.8 -0.1 -0.6 0.11
H -1.9230 1.0603 5.0098 -0.5 0.5 -0.5 0.08
C 0.3907 -1.8575 2.7456 -1.7 1.8 1.1 -0.07
C -0.3987 -1.0027 1.7072 1.3 -0.3 0.5 -0.21
C -1.2842 -1.7894 0.7567 0.1 -0.9 -0.2 -0.16
C -1.7739 -0.9952 -0.3326 0.1 -0.1 0.9 -0.25
N -2.1307 -0.3625 -1.2040 -0.7 1.1 -1.4 0.23
H 0.8679 -2.6739 2.3055 0.7 -1.4 -0.8 0.03
H -0.2932 -2.1999 3.5484 0.4 0.0 -0.4 0.08
H 1.1404 -1.2199 3.2422 -0.3 -0.2 -0.3 0.08
H 0.3910 -0.5278 1.1015 -0.5 0.3 0.1 0.09
H -0.9766 -0.2510 2.2640 0.2 0.0 -0.4 0.10
H -2.1177 -2.2981 1.2265 -0.3 0.1 0.4 0.12
H -0.7969 -2.5892 0.1921 0.7 -0.1 0.5 0.11
```
Forces are in eV/Å.

(2)
The following is a quantum chemistry calculation of C3H5NO2S2 in the gas phase at a distorted geometry, from the Open Molecules 2025 dataset.

SMILES string: N[C@H](C(=O)O)C(=S)S
HOMO energy (Ha): -0.3454
E (Eh): -1118.9343
Kohn-Sham gap (eV): 8.75

```
13
Properties=species:S:1:pos:R:3:forces:R:3:nbo_charge:R:1
N 1.3202 0.4584 0.7240 0.1 0.0 0.3 -0.86
C 0.0007 -0.0263 0.3790 -0.1 -0.2 0.0 -0.26
C 0.1590 -1.2292 -0.6048 -1.1 -0.3 -0.1 0.79
O -0.7898 -1.8854 -0.9792 0.6 0.3 0.2 -0.60
O 1.4016 -1.4870 -0.9412 0.1 0.2 0.1 -0.65
C -0.9479 1.0630 -0.1707 0.0 -0.2 0.1 -0.30
S -0.4879 2.6189 -0.3149 -0.1 -0.2 0.0 0.02
S -2.5762 0.5937 -0.5383 0.1 0.3 0.0 0.14
H 1.4641 0.5030 1.7278 -0.1 -0.1 -0.2 0.39
H 1.4303 1.4023 0.3707 0.0 0.2 -0.1 0.40
H -0.4944 -0.4560 1.2642 0.1 0.1 -0.3 0.25
H 1.9123 -0.8182 -0.4175 0.2 0.0 0.0 0.51
H -2.3922 -0.7370 -0.4990 0.1 -0.1 0.0 0.18
```
Forces are in eV/Å.

- The highest HOMO energy belongs to which entry?
  C3H5NO2S2